1.
22
Properties=species:S:1:pos:R:3 method="wB97M-V/def2-TZVPD" energy_ev=-9427.6138 smiles="C=CCCNCCN" de_lowest_kj_mol=180.5 gap_ev=9.4
N -0.04438 -1.95425 1.50062
N -1.48741 -0.44019 -0.49809
C -1.64330 -0.09284 0.89819
C -0.85032 0.43283 -1.45774
C 2.58174 1.30003 -0.15207
C 1.46678 1.37270 -0.84960
C -0.45442 -0.53082 1.77147
C 0.70282 0.24985 -1.49310
H -1.77852 -1.34597 -0.79525
H -0.67118 -0.51750 2.84220
H 0.46286 0.02826 1.60988
H 1.07366 2.37293 -1.02955
H -0.29952 -2.61892 2.22341
H -1.68936 0.98907 0.99125
H 1.01964 0.26156 -2.54003
H 1.01812 -0.68256 -1.03776
H -1.16820 0.10990 -2.45290
H 3.12192 0.36124 0.01265
H -2.56859 -0.57951 1.20644
H 3.27832 2.09913 0.07017
H -1.13268 1.46840 -1.27296
H -0.53205 -2.20808 0.64945



2.
23
Properties=species:S:1:pos:R:3 method="wB97M-V/def2-TZVPD" energy_ev=-11452.9254 total_charge=+2 de_lowest_kj_mol=347.8 gap_ev=9.8
O 0.37917 -0.62190 -1.08677
N 0.95938 -0.51071 0.22619
N 0.40697 0.32553 -2.12757
C 2.36511 -0.12776 0.39860
C -1.20471 -1.21687 1.23959
C -0.07592 1.76727 -1.89133
C -1.96125 -0.52605 2.34231
C 0.14430 -0.77186 1.23047
C 0.48456 -0.26081 -3.25869
H 3.06227 -0.85112 -0.15210
H -3.02285 -0.89796 2.11194
H -1.82487 0.60644 2.58706
H -1.48502 -0.99413 3.26486
H 0.41996 -1.34376 -3.38813
H -1.38238 -2.32791 1.40898
H 0.58463 -0.72001 2.26721
H 0.71057 0.29569 -4.19385
H 2.81171 0.81874 0.00140
H 2.74162 -0.21571 1.46867
H 0.30092 2.12983 -0.93141
H -1.65836 -0.90206 0.28484
H -1.17353 1.71591 -1.77437
H 0.10444 2.57468 -2.75416